The following is a DFT calculation (ωB97M-V with the def2-TZVPD basis set) of one molecule with the formula C2H6N4O4 in a non-equilibrium geometry.

```
! wB97M-V def2-TZVPD RIJCOSX def2/J DEFGRID3
* xyz 0 1
C 2.0750 -0.4728 0.7824
C -1.0984 0.4558 -0.8422
N 2.6892 -0.8795 -0.3723
N -1.2185 1.7099 -0.3090
N 0.8861 0.0295 0.6759
N -2.0307 -0.6014 -0.0222
O 0.2241 0.5903 1.5415
O 0.1973 -0.0800 -0.7285
O -1.6117 -1.6888 0.2522
O -3.0661 -0.1110 0.3094
H 2.3619 -0.4934 1.7377
H -1.5515 0.2203 -1.7878
H 2.8408 -1.8716 -0.3299
H 2.3309 -0.5386 -1.2353
H -2.1997 1.8672 -0.2655
H -0.8286 1.8641 0.5936
*
```

Calculated values
**Frontier orbital gap**: 0.34682 Eh
**E**: -16314.4593 eV
**HOMO energy**: -0.3274 Ha
**Relative energy (zero: lowest compared OMol25 entry of this formula, charge and spin)**: 97.1 kJ/mol

The following is a DFT calculation (ωB97M-V with the def2-TZVPD basis set) of C24H26BClMoN6O6S2 as an isolated structure in a non-equilibrium geometry.

```
! wB97M-V def2-TZVPD RIJCOSX def2/J DEFGRID3
* xyz 0 1
Mo -0.5315 -0.3803 0.1812
O -1.5878 0.0218 -1.2454
C -2.5441 0.9019 -1.5551
C -2.7741 1.2693 -2.8725
C -3.7714 2.1852 -3.1505
C -4.5616 2.7174 -2.1301
C -4.3432 2.3330 -0.8252
C -3.3155 1.4364 -0.5099
C -3.1207 1.0107 0.8556
N -2.1154 0.3455 1.2985
C -2.1782 -0.2537 2.6323
C -1.8218 -1.7461 2.4549
N -1.5164 -1.9956 1.0442
C -0.3709 -2.5766 0.6165
C 0.8153 -2.7435 1.4956
C 1.4555 -3.9409 1.7664
C 2.5764 -3.9481 2.5893
C 3.0542 -2.7596 3.1265
C 2.4327 -1.5482 2.8475
C 1.3227 -1.5548 2.0238
O 0.6959 -0.4172 1.6215
H -2.1612 0.8258 -3.6453
H -3.9411 2.4891 -4.1749
H -5.3452 3.4239 -2.3659
H -4.9583 2.7318 -0.0267
H -3.9160 1.2546 1.5622
H -3.1690 -0.1134 3.0671
H -1.4359 0.2334 3.2665
H -2.6753 -2.3707 2.7260
H -0.9840 -2.0157 3.1011
H -0.4738 -3.2423 -0.2315
H 1.0828 -4.8579 1.3273
H 3.0804 -4.8811 2.8037
H 3.9349 -2.7678 3.7568
H 2.8135 -0.6118 3.2336
C -1.0748 3.2279 2.4116
N 0.3271 2.8641 2.3982
C 1.1921 3.1354 3.4357
C 2.4371 2.9492 2.9472
N 2.3430 2.5729 1.6260
B 3.6306 2.6673 0.6761
N 4.2268 1.2768 0.3621
C 4.8817 0.5080 1.2821
C 5.2735 -0.6441 0.6871
N 4.8687 -0.5737 -0.6154
C 5.0684 -1.6116 -1.6059
C 4.2203 0.6135 -0.8265
S 3.6517 1.1514 -2.3105
C 1.0474 2.4965 1.3083
S 0.3639 2.0208 -0.2098
H -1.4943 3.0221 3.3948
H -1.5967 2.6638 1.6456
H -1.1874 4.2900 2.1888
H 0.8461 3.4520 4.4029
H 3.3932 3.0737 3.4207
H 3.3121 3.2265 -0.3272
H 4.4315 3.2686 1.3548
H 5.0383 0.8517 2.2887
H 5.8149 -1.4897 1.0706
H 6.0368 -2.0814 -1.4423
H 5.0349 -1.1572 -2.5923
H 4.2832 -2.3617 -1.5411
O 1.5782 -3.1767 -1.6923
Cl 0.9726 -1.9976 -2.2364
O 1.6570 -1.5336 -3.3860
O 1.0937 -0.9107 -1.1840
O -0.4202 -2.2185 -2.4968
*
```

Calculated values
**Frontier orbital gap (alpha / beta)**: 0.19494 / 0.09838 Eh
**E**: -83254.6928 eV
**HOMO energy (alpha / beta)**: -0.2500 / -0.2065 Ha
**Relative energy (zero: lowest compared OMol25 entry of this formula, charge and spin)**: 242.6 kJ/mol

The following is a DFT calculation (ωB97M-V with the def2-TZVPD basis set) of a 2-piece molecular cluster, C4H13N4O overall in a non-equilibrium geometry.

```
! wB97M-V def2-TZVPD RIJCOSX def2/J DEFGRID3
* xyz 1 1
C 1.8025 0.4538 1.6654
C -0.2620 -0.5409 1.9058
N -0.1110 -1.3575 0.7852
N 0.6688 0.2963 2.4417
N -1.2749 -0.8173 2.7991
H -0.0554 -0.8727 -0.2673
H -0.8018 -2.1853 0.7659
H 0.4442 1.1112 3.0263
H -1.5569 -0.1789 3.5877
H -1.9293 -1.4456 2.7057
H 1.5726 1.2052 0.8094
H 2.1515 -0.5387 1.1515
H 2.6435 0.8814 2.2711
C -1.4033 0.0874 -2.5917
C -0.0878 0.5710 -2.1403
O 0.3265 0.5103 -0.9651
N 0.8012 1.0621 -3.1328
H 1.7068 1.2399 -2.6418
H 0.5850 0.6202 -4.0074
H -1.1444 -0.9581 -2.6664
H -1.7335 0.5731 -3.5429
H -2.3425 0.2832 -1.9592
*
```

Calculated values
**Frontier orbital gap**: 0.40317 Eh
**E**: -12359.9969 eV
**HOMO energy**: -0.5045 Ha
**Relative energy (zero: lowest compared OMol25 entry of this formula, charge and spin)**: 279.0 kJ/mol

Question: The highest relative energy (zero: lowest compared OMol25 entry of this formula, charge and spin) belongs to which entry?
Answer: C4H13N4O

Question: The highest relative energy (zero: lowest compared OMol25 entry of this formula, charge and spin) belongs to which entry?
Answer: C4H13N4O